98
Properties=species:S:1:pos:R:3:lowdin_charge:R:1 method="wB97M-V/def2-TZVPD" lumo_energy_ev=-2.882 charge=+1 e_above_lowest_kj_mol=212.2 homo_lumo_gap_ev=6.9 homo_energy_ev=-9.7 total_energy_ha=-3089.94148
Pd -0.441 -0.315 -0.616 0.345
C -0.180 7.223 0.620 -0.042
C 0.071 5.747 0.510 -0.252
C 1.306 5.210 0.425 0.018
C 1.507 3.793 0.292 -0.066
C 2.774 3.334 -0.015 -0.185
O 2.921 2.145 -0.552 0.078
C 4.013 4.119 0.166 -0.164
C 4.964 4.157 -0.853 -0.023
C 6.146 4.857 -0.676 -0.061
C 6.393 5.505 0.528 -0.062
C 5.456 5.459 1.550 -0.054
C 4.265 4.773 1.371 -0.023
C 0.365 2.865 0.363 -0.286
O 0.542 1.643 0.510 -0.037
C -0.960 3.496 0.322 -0.047
C -1.040 4.856 0.425 0.058
C -2.220 2.738 0.118 -0.196
N -2.230 1.472 -0.023 0.060
C -3.476 0.782 -0.347 -0.293
C -3.630 0.599 -1.846 -0.416
Te -1.860 -0.130 -2.820 1.475
C -1.244 1.818 -3.379 -0.521
C -0.068 2.373 -2.888 -0.147
C 0.285 3.673 -3.228 -0.074
C -0.531 4.424 -4.060 -0.075
C -1.698 3.868 -4.567 -0.086
C -2.050 2.567 -4.233 -0.157
C -3.479 3.554 0.034 -0.226
C -3.858 4.123 -1.177 -0.032
C -5.032 4.858 -1.263 -0.061
C -5.826 5.034 -0.138 -0.076
C -5.444 4.476 1.074 -0.066
C -4.272 3.738 1.161 -0.033
H 0.752 7.784 0.557 0.079
H -0.658 7.473 1.570 0.087
H -0.839 7.574 -0.176 0.084
H 2.170 5.861 0.392 0.121
H 4.763 3.668 -1.799 0.119
H 6.872 4.902 -1.476 0.110
H 7.318 6.049 0.668 0.111
H 5.653 5.956 2.491 0.112
H 3.535 4.722 2.169 0.128
H -2.022 5.313 0.426 0.127
H -4.362 1.296 0.035 0.117
H -3.434 -0.203 0.117 0.079
H -3.838 1.548 -2.339 0.039
H -4.426 -0.106 -2.074 0.053
H 0.567 1.801 -2.221 0.067
H 1.196 4.103 -2.827 0.104
H -0.258 5.439 -4.320 0.107
H -2.333 4.443 -5.229 0.109
H -2.958 2.140 -4.644 0.101
H -3.223 3.999 -2.049 0.108
H -5.325 5.298 -2.207 0.108
H -6.740 5.609 -0.205 0.106
H -6.059 4.615 1.953 0.108
H -3.970 3.302 2.107 0.126
N 5.001 0.521 -1.446 -0.003
C 4.546 -0.875 -1.316 -0.243
C 3.049 -1.023 -1.584 -0.257
N 2.140 -0.713 -0.481 0.005
H 5.958 0.607 -1.119 0.090
H 3.850 1.847 -0.669 0.079
H 5.031 0.761 -2.431 0.091
H 4.760 -1.212 -0.299 0.116
H 5.098 -1.535 -1.994 0.111
H 2.863 -2.060 -1.879 0.099
H 2.764 -0.410 -2.444 0.118
H 2.199 0.254 -0.174 0.037
H 2.367 -1.287 0.322 0.064
C 0.861 -3.372 0.574 -0.191
P -0.496 -2.428 -0.204 0.662
C -0.253 -3.111 -1.916 -0.230
C -0.917 -1.390 1.433 -0.178
H 0.471 -4.369 0.789 0.067
H 1.203 -2.931 1.508 0.051
H 1.693 -3.483 -0.119 0.044
H 0.051 -4.158 -1.835 0.057
H 0.523 -2.538 -2.421 0.024
H -1.175 -3.049 -2.491 0.009
H -1.002 -2.241 2.109 0.056
H -1.860 -0.848 1.441 0.023
H -0.124 -0.739 1.808 0.039
I -7.158 -7.792 1.202 0.907
C -5.786 -6.319 0.677 -0.734
C -6.205 -5.000 0.562 -0.135
C -5.293 -4.024 0.198 -0.006
C -3.964 -4.363 -0.020 -0.135
C -3.548 -5.683 0.108 -0.010
C -4.462 -6.667 0.445 -0.135
C -3.007 -3.304 -0.427 -0.473
O -1.794 -3.471 0.126 -0.178
O -3.265 -2.397 -1.184 0.034
H -7.237 -4.739 0.747 0.098
H -5.612 -2.996 0.082 0.124
H -2.510 -5.943 -0.058 0.121
H -4.145 -7.697 0.531 0.098

---

101
Properties=species:S:1:pos:R:3:lowdin_charge:R:1 method="wB97M-V/def2-TZVPD" lumo_energy_ev="-3.566 / -0.929" charge=0 e_above_lowest_kj_mol=0.0 homo_lumo_gap_ev="3.6 / 6.2" homo_energy_ev="-7.2 / -7.2" total_energy_ha=-3032.75926
Tl -0.699 -0.334 -0.658 0.951
O -2.031 0.529 -8.128 -0.043
C -2.903 0.510 -7.232 -0.710
O -4.100 0.240 -7.201 -0.013
C -2.264 0.745 -5.874 -0.083
C -0.897 0.692 -5.752 0.060
C -0.314 0.863 -4.485 -0.192
N -1.071 1.048 -3.391 0.120
C -2.387 1.248 -3.547 -0.246
C -3.047 0.991 -4.734 0.054
C -3.117 1.852 -2.404 -0.243
C -4.295 2.612 -2.562 0.032
C -4.856 3.155 -1.384 -0.047
C -4.331 2.916 -0.124 -0.067
C -3.140 2.248 -0.123 -0.153
N -2.616 1.671 -1.207 0.048
C 1.147 0.956 -4.384 -0.185
C 1.990 0.868 -5.484 0.012
C 3.397 0.757 -5.314 -0.036
C 3.891 0.869 -4.035 -0.080
C 3.004 1.112 -3.005 -0.188
N 1.717 1.180 -3.159 0.097
H -0.243 0.478 -6.571 0.102
H -4.126 0.939 -4.750 0.120
H -4.624 2.751 -3.582 0.114
H -5.749 3.752 -1.523 0.107
H -4.888 3.222 0.762 0.108
H -2.525 2.231 0.800 0.096
H 1.559 0.924 -6.450 0.097
H 4.010 0.607 -6.161 0.096
H 4.982 0.803 -3.795 0.119
H 3.456 1.231 -1.970 0.120
N -3.094 -1.389 -1.260 -0.061
C -3.816 -1.670 -0.055 -0.304
C -3.144 -2.820 0.705 -0.102
C -1.780 -2.377 1.317 -0.699
O -0.790 -2.972 0.853 -0.049
O -1.771 -1.348 2.134 -0.393
H -3.491 -0.689 -1.888 0.074
H -2.849 -2.235 -1.777 0.102
H -4.880 -1.862 -0.280 0.118
H -3.780 -0.720 0.549 0.067
H -2.956 -3.662 0.051 0.113
H -3.860 -3.128 1.493 0.119
C -4.620 1.316 4.444 -0.408
Te -3.316 -0.150 3.432 1.708
C -1.758 1.412 3.868 -0.251
C -2.360 2.428 4.801 -0.254
C -1.602 3.455 5.347 -0.045
C -2.211 4.411 6.165 -0.094
C -3.525 4.264 6.474 -0.097
C -4.374 3.314 5.889 -0.032
C -3.768 2.377 5.075 -0.293
H -5.319 0.828 5.172 0.075
H -5.262 1.776 3.665 0.061
H -1.457 1.784 2.899 0.029
H -0.973 0.852 4.312 0.059
H -0.521 3.532 5.200 0.119
H -1.574 5.229 6.622 0.131
H -3.957 4.937 7.226 0.112
H -5.413 3.278 6.120 0.111
N 1.679 2.757 -0.354 0.155
C 0.737 2.844 0.649 -0.627
O 0.003 1.852 0.941 -0.156
C 0.652 4.105 1.379 -0.549
I 0.508 5.844 0.105 0.816
H 1.533 1.979 -1.020 0.061
H 2.032 3.650 -0.745 0.063
H 1.573 4.311 2.000 0.081
H -0.248 4.145 2.002 0.044
C 6.248 -3.781 2.871 -0.051
C 5.336 -2.818 2.178 -0.283
C 4.990 -1.543 2.725 0.013
C 4.053 -0.700 2.063 -0.271
C 3.807 0.695 2.629 -0.054
C 3.323 -1.235 1.033 0.031
C 3.599 -2.551 0.486 -0.289
C 4.769 -3.208 0.991 0.004
N 2.630 -2.989 -0.272 0.159
C 2.572 -4.361 -0.792 -0.627
C 2.359 -5.287 0.437 -0.013
C 1.314 -4.338 -1.644 -0.072
C 3.733 -4.719 -1.681 -0.053
H 7.146 -3.182 3.064 0.080
H 6.517 -4.616 2.217 0.082
H 5.853 -4.019 3.860 0.087
H 5.514 -1.242 3.640 0.120
H 3.700 0.707 3.711 0.067
H 2.929 1.218 2.199 0.061
H 4.725 1.321 2.397 0.097
H 2.429 -0.695 0.575 0.118
H 5.234 -4.107 0.524 0.111
H 1.368 -5.042 0.829 0.079
H 3.115 -5.054 1.185 0.063
H 2.425 -6.349 0.160 0.089
H 0.412 -4.011 -1.108 0.060
H 1.085 -5.333 -2.073 0.087
H 1.471 -3.680 -2.514 0.086
H 4.105 -3.843 -2.188 0.079
H 3.434 -5.495 -2.442 0.103
H 4.627 -5.067 -1.143 0.065

---

97
Properties=species:S:1:pos:R:3:lowdin_charge:R:1 method="wB97M-V/def2-TZVPD" lumo_energy_ev="-3.943 / -2.818" charge=+1 e_above_lowest_kj_mol=0.0 homo_lumo_gap_ev="5.7 / 6.9" homo_energy_ev="-9.7 / -9.7" s2=6.295 spin_multiplicity=5 total_energy_ha=-4272.94838
Mn -0.860 0.494 0.292 0.565
C 6.816 -6.179 2.764 -0.074
O 5.468 -5.763 2.921 -0.076
C 5.241 -4.591 3.559 -0.284
C 3.901 -4.240 3.725 0.011
C 3.563 -3.057 4.349 -0.025
C 4.564 -2.213 4.831 -0.290
C 5.889 -2.590 4.720 -0.022
C 6.239 -3.762 4.059 -0.010
N 4.274 -1.017 5.571 0.090
N 3.464 -0.170 5.165 0.076
C 2.875 -0.228 3.859 -0.240
C 3.614 -0.289 2.709 0.000
C 3.014 -0.209 1.440 0.021
C 1.656 -0.070 1.300 -0.331
O 1.029 -0.028 0.123 -0.266
C 0.882 0.023 2.492 -0.130
N -0.469 0.179 2.335 0.047
C -1.234 0.271 3.405 -0.106
C -0.721 0.234 4.706 -0.018
C 0.628 0.084 4.889 0.035
C 1.476 -0.037 3.770 -0.093
H 6.780 -7.125 2.234 0.094
H 7.300 -6.325 3.732 0.098
H 7.387 -5.457 2.175 0.095
H 3.142 -4.919 3.358 0.123
H 2.520 -2.796 4.476 0.116
H 6.654 -1.956 5.151 0.118
H 7.282 -4.026 3.966 0.105
H 4.688 -0.413 2.774 0.126
H 3.625 -0.271 0.551 0.117
H -2.298 0.391 3.232 0.099
H -1.395 0.329 5.545 0.116
H 1.059 0.061 5.882 0.124
S -0.594 2.768 -0.220 0.266
Sb 0.937 2.531 -1.946 1.390
C 0.805 4.294 -3.066 -0.368
C 1.979 4.899 -3.505 -0.107
C 1.909 6.058 -4.265 -0.065
C 0.674 6.607 -4.580 -0.062
C -0.497 6.005 -4.134 -0.066
C -0.435 4.849 -3.372 -0.133
C 0.443 0.974 -3.272 -0.340
C 0.707 -0.365 -2.983 -0.132
C 0.287 -1.350 -3.869 -0.067
C -0.385 -1.004 -5.034 -0.062
C -0.630 0.331 -5.327 -0.064
C -0.219 1.323 -4.449 -0.109
C 2.951 2.405 -1.377 -0.367
C 3.417 3.197 -0.333 -0.113
C 4.764 3.170 0.001 -0.065
C 5.637 2.354 -0.705 -0.064
C 5.167 1.555 -1.741 -0.070
C 3.821 1.576 -2.078 -0.116
H 2.946 4.475 -3.258 0.098
H 2.818 6.534 -4.606 0.112
H 0.622 7.511 -5.172 0.112
H -1.458 6.442 -4.376 0.112
H -1.349 4.392 -3.008 0.096
H 1.248 -0.633 -2.087 0.083
H 0.495 -2.390 -3.650 0.113
H -0.709 -1.775 -5.721 0.112
H -1.140 0.603 -6.242 0.113
H -0.410 2.362 -4.690 0.093
H 2.738 3.834 0.223 0.107
H 5.130 3.787 0.811 0.113
H 6.688 2.337 -0.446 0.111
H 5.848 0.917 -2.290 0.112
H 3.462 0.959 -2.894 0.102
C -1.342 -2.210 -0.051 -0.170
Si -3.054 -1.414 0.167 0.417
C -3.702 -2.106 1.774 -0.167
C -4.106 -1.930 -1.285 -0.164
C -2.863 0.460 0.116 -0.428
Si -4.046 1.726 0.869 0.400
C -3.166 3.073 1.835 -0.209
C -4.968 2.497 -0.561 -0.172
C -5.267 0.899 2.024 -0.182
H -1.561 -3.217 -0.423 0.054
H -0.808 -2.330 0.896 0.041
H -0.638 -1.784 -0.775 0.011
H -3.560 -3.191 1.758 0.045
H -4.764 -1.914 1.925 0.029
H -3.155 -1.726 2.640 0.022
H -4.226 -3.016 -1.309 0.041
H -3.649 -1.620 -2.228 0.036
H -5.102 -1.482 -1.231 0.037
H -2.814 0.736 -0.952 0.016
H -2.768 3.846 1.174 0.001
H -2.342 2.710 2.453 0.010
H -3.889 3.551 2.502 0.041
H -4.265 2.894 -1.298 0.029
H -5.601 3.324 -0.228 0.040
H -5.608 1.765 -1.060 0.036
H -4.791 0.362 2.848 0.022
H -5.920 0.198 1.498 0.036
H -5.904 1.671 2.466 0.040